Record 1
43
Properties=species:S:1:pos:R:3:forces:R:3:mulliken_charge:R:1 method="wB97M-V/def2-TZVPD" charge=0 orbital_gap_ev=9.49 smiles="N[C@@H](Cc1ccccc1)C(=O)N[C@@H](Cc1ccccc1)C(=O)O" lumo_energy_ev=0.422 e_homo_ev=-9.07 e_above_lowest_kcal_mol=23.01
N -3.652382 -0.730815 0.807764 0.207 0.126 0.251 -0.79
C -2.465055 0.061556 0.505217 0.897 -0.098 -0.029 0.71
C -2.673710 1.565875 0.755055 0.052 -0.147 0.140 -1.34
C -1.573575 2.377294 0.083553 0.297 -0.155 1.611 0.50
C -1.677283 2.796943 -1.235181 -1.226 -0.655 0.537 -0.28
C -0.677932 3.499616 -1.809714 1.413 0.899 -0.969 -0.56
C 0.483063 3.831351 -1.102790 -0.271 0.147 -0.424 -0.49
C 0.624779 3.416167 0.210959 0.044 -0.213 -0.020 -0.58
C -0.400877 2.684294 0.827625 -0.115 0.223 -0.595 -0.26
C -1.296080 -0.448384 1.430793 0.272 -1.103 -1.292 -0.19
O -1.126396 -0.124765 2.575376 -0.457 0.657 0.528 -0.65
N -0.425489 -1.423690 0.918808 -1.171 1.169 -0.459 -0.03
C -0.193603 -1.778325 -0.462722 -0.135 -0.013 0.164 0.43
C 1.262370 -2.293780 -0.627654 -1.394 -0.884 -1.008 -1.34
C 2.302896 -1.303531 -0.272091 1.929 0.244 1.404 0.56
C 2.460563 -0.087956 -0.945645 -0.203 0.069 -0.116 -0.11
C 3.429458 0.850491 -0.544177 0.179 -0.572 0.037 -0.64
C 4.299332 0.527171 0.501718 0.114 0.221 -0.256 -0.45
C 4.179187 -0.693954 1.166651 0.652 0.448 0.451 -0.50
C 3.227621 -1.603472 0.797149 -1.924 -0.031 -0.971 -0.40
C -1.218202 -2.835497 -0.903772 -1.445 -1.151 -0.359 0.31
O -2.292587 -3.104894 -0.390951 1.507 0.689 -0.202 -0.61
O -0.852364 -3.490587 -2.036163 0.772 0.771 0.210 -0.45
H -4.403554 -0.456372 0.182493 0.065 -0.137 0.064 0.29
H -3.428550 -1.712703 0.651993 -0.261 0.211 -0.031 0.36
H -2.168492 -0.054995 -0.573195 -0.002 0.108 0.754 0.29
H -3.678674 1.798081 0.388805 0.181 0.250 -0.226 0.49
H -2.692857 1.776345 1.835119 0.076 -0.271 -0.302 0.32
H -2.588074 2.628906 -1.815670 0.190 -0.214 0.294 0.38
H -0.801733 3.776988 -2.854406 0.200 0.224 0.176 0.37
H 1.234497 4.458176 -1.583598 -0.049 -0.300 0.139 0.39
H 1.567495 3.638559 0.719922 -0.485 -0.048 0.089 0.41
H -0.260081 2.408231 1.882920 -0.409 -0.127 -0.607 0.36
H 0.254948 -1.662469 1.612860 0.468 -0.213 0.050 0.28
H -0.365009 -0.919514 -1.155460 0.211 -0.413 0.544 0.22
H 1.331971 -2.592084 -1.683199 0.202 0.131 0.204 0.42
H 1.306390 -3.250708 -0.077757 0.397 0.506 0.087 0.46
H 1.826505 0.137186 -1.824167 0.290 -0.073 0.653 0.31
H 3.522407 1.794708 -1.089139 -0.016 -0.360 0.251 0.42
H 5.128460 1.180650 0.797736 -0.549 -0.023 -0.182 0.36
H 4.842619 -0.901464 2.017062 -0.256 0.007 -0.477 0.34
H 3.095811 -2.529770 1.364939 0.109 0.231 -0.297 0.34
H -1.565919 -4.069409 -2.319185 -0.357 -0.129 0.181 0.35



Record 2
18
Properties=species:S:1:pos:R:3:forces:R:3:mulliken_charge:R:1 method="wB97M-V/def2-TZVPD" charge=+1 orbital_gap_ev="7.58 / 7.95" lumo_energy_ev="-4.559 / -4.326" multiplicity=2 e_homo_ev="-12.14 / -12.27" e_above_lowest_kcal_mol=39.67
C 1.243620 -0.304239 -1.083784 -1.375 3.498 -1.881 -0.35
C 0.055563 0.268028 -1.679666 1.824 -0.987 -2.802 -0.24
C -1.142641 -0.420845 -1.271540 0.998 1.004 -2.917 -0.27
C -0.742507 -1.773831 -0.877493 -1.274 -1.139 3.564 -0.51
C -0.104237 -1.859974 0.369419 -1.319 -1.358 -1.681 -0.45
V 0.000356 -0.024889 0.226563 0.957 -0.372 5.823 0.33
P -1.290718 2.028113 0.794011 0.303 1.821 1.265 -0.22
H 2.207099 -0.004015 -1.447017 0.586 0.035 0.140 0.38
H 0.051917 1.169346 -2.267416 0.075 -0.035 -0.496 0.38
H -2.152748 -0.147789 -1.597187 0.551 -0.363 0.043 0.50
H -0.151964 -2.632058 1.123784 0.722 -0.646 -0.608 0.47
H -1.074640 -2.592967 -1.489081 -0.961 -0.590 0.367 0.41
H -2.537623 1.764689 1.430151 0.413 0.318 -0.146 0.17
H -1.550906 3.250334 0.043972 0.124 -1.035 0.517 0.19
H -0.486386 2.597708 1.905559 -1.092 -0.310 -0.925 0.16
O 2.307017 -0.117941 2.008072 0.139 -0.750 -0.566 -0.65
H 3.088153 -0.182203 1.419688 -0.551 0.281 0.367 0.34
H 2.280646 -1.017468 2.391959 -0.119 0.627 -0.065 0.35



Record 3
24
Properties=species:S:1:pos:R:3:forces:R:3:mulliken_charge:R:1 method="wB97M-V/def2-TZVPD" charge=+1 orbital_gap_ev="7.84 / 7.84" lumo_energy_ev="-4.842 / -4.839" e_homo_ev="-12.68 / -12.68" e_above_lowest_kcal_mol=96.91
H -3.863587 1.240386 0.606933 -0.315 -0.444 0.171 0.26
N -2.982956 1.398120 0.136521 1.054 1.334 -0.768 -1.10
N -2.342888 0.351370 -0.042691 1.185 -0.048 -0.280 0.88
C -2.706852 -0.920516 0.261075 -3.038 -0.830 0.569 -0.16
C -1.688873 -1.806640 -0.016872 -0.654 0.651 -1.123 -0.31
N -0.638072 -1.109600 -0.442705 -1.972 -1.520 0.773 0.13
C -0.873333 0.242065 -0.345820 1.989 1.414 0.097 0.58
C 0.054053 1.128154 0.463922 -0.987 0.748 2.695 -0.24
C 1.039269 0.357398 1.351864 0.730 1.497 0.494 -0.83
N 1.714615 -0.637101 0.593043 0.073 -1.025 -2.104 -0.43
C 2.472935 0.059802 -0.456567 -1.135 -0.249 -1.329 -0.67
C 1.398655 0.615707 -1.499608 1.981 -0.499 -1.491 -0.52
N 0.148710 1.101964 -0.949432 -1.363 1.531 0.875 -0.36
H -3.822110 -0.951749 0.498808 1.956 -0.909 -0.172 0.33
H -1.706308 -2.873773 -0.180322 -0.168 -0.041 0.577 0.41
H 0.176858 -1.553092 -0.768903 1.198 -0.022 -0.183 0.18
H -0.415873 2.052009 1.056315 0.764 -1.848 -1.780 0.31
H 1.858005 1.067021 1.648243 -1.044 0.071 0.485 0.39
H 0.502643 -0.013791 2.243492 0.348 0.043 -0.414 0.42
H 2.466290 -1.078874 1.041964 0.465 -0.980 1.761 0.28
H 3.155861 -0.660687 -1.027400 -0.893 1.127 0.952 0.34
H 3.029881 0.798610 0.118372 0.493 0.647 -0.901 0.42
H 1.856325 1.465877 -2.150147 -0.914 -1.606 1.053 0.34
H 1.166741 -0.272654 -2.140091 0.246 0.956 0.045 0.33